# 1
Entry from the Open Molecules 2025 dataset: a cluster of 7 separate species, C97H216F3O3P6S in total at a distorted geometry (ωB97M-V/def2-TZVPD).

**LUMO level**: -7.786 eV
**ΔE to the lowest compared entry with this formula, charge and spin**: 32.8 kcal/mol
**DFT total energy**: -184913.593 eV
**Charge**: +5
**HOMO**: -16.89 eV

XYZ file:
```
326
C97H216F3O3P6S | the Open Molecules 2025 dataset | ωB97M-V/def2-TZVPD
H 2.185 11.817 -11.847
H -7.687 18.297 -3.046
C -7.082 19.683 -15.436
H -2.622 22.937 -22.170
H -3.864 23.899 -22.691
H -2.413 16.963 -1.683
H -9.322 16.312 -8.387
C -1.288 13.628 -2.636
H -7.657 21.222 -8.713
C 4.079 26.356 -10.836
H -5.551 21.031 -14.691
H 1.028 19.983 -9.854
H -3.108 23.579 -5.155
H -1.054 5.563 -9.074
H -7.357 19.715 -4.063
H -1.422 11.613 -1.911
P -6.994 16.606 -7.875
H -2.655 25.298 -10.312
C 2.900 13.125 0.357
H -6.764 21.949 -16.574
H 2.221 23.414 -11.094
H -9.097 16.649 -5.330
C -8.813 16.210 -7.429
H -12.761 17.374 -5.210
H -4.930 25.367 -5.366
H -1.731 17.824 -0.137
P 2.390 12.629 -4.385
C -1.747 19.125 -1.866
H 0.507 11.402 -3.590
H -4.704 24.630 -20.454
H -3.896 17.643 -4.178
H -0.746 21.868 -14.835
H -4.290 23.697 -11.981
H -5.763 24.399 -7.484
C 2.042 19.590 -9.789
H -0.135 23.153 -4.361
H -1.347 22.448 -17.612
C 3.177 12.772 -2.792
C -1.590 8.876 -9.550
C -4.969 24.283 -5.472
H -0.146 9.680 -13.725
H -3.473 25.045 -0.518
H -6.281 15.019 -6.405
C -3.657 24.616 1.621
H -2.176 26.012 1.320
H -2.140 7.225 -8.231
H 0.010 12.588 -12.599
H -1.315 26.333 -10.473
H -8.527 21.194 -2.192
H -5.676 18.964 -11.434
H -4.129 16.000 -7.413
H -6.680 21.262 -0.592
C -1.116 12.140 -9.977
H -2.769 22.740 -19.259
H -3.005 24.804 -20.414
F -2.931 19.654 -12.113
H -0.762 17.334 -1.395
H -1.329 14.677 -2.341
C -4.185 23.786 -17.979
H -4.531 25.261 1.703
H -11.295 15.794 -5.951
C -1.518 12.630 -1.531
C -0.886 6.483 -9.633
H -7.063 17.995 -11.080
H -2.698 23.563 -0.003
C -8.006 19.311 -3.286
C 0.128 13.660 -3.166
H 4.176 25.316 -10.524
H 1.936 17.673 -7.792
H 2.300 13.500 -7.232
H 2.659 10.290 -4.829
H 2.289 22.612 -7.087
H 4.606 12.356 -0.432
C 2.069 22.648 -10.333
H 4.612 11.959 -11.314
H 1.098 23.359 -16.894
H 0.792 10.436 -15.777
H -7.301 15.828 -10.161
H 1.700 25.334 -7.609
F -0.868 19.056 -11.406
H 4.124 11.580 -8.822
H -0.205 20.735 -4.034
H -6.537 18.153 -12.734
H -1.309 11.659 -12.875
H -2.889 20.924 -16.631
H 0.012 6.964 -9.244
C 1.605 16.905 -7.093
H -2.337 24.969 -12.966
H -8.324 19.841 -1.092
H 1.884 12.441 -16.418
C -11.693 17.590 -5.236
H -3.408 24.473 -17.643
C 0.580 12.414 -3.987
H -2.190 14.632 -9.303
C -1.617 22.641 -16.574
H 4.301 9.852 -9.380
C -4.123 17.886 -6.224
H 0.906 13.796 -2.414
H 6.848 8.774 -6.777
H -0.728 9.096 -8.920
H -6.631 22.519 -2.816
H 1.596 9.519 -10.926
C -0.806 16.074 -9.997
P 1.216 23.442 -8.978
C 3.923 11.210 -10.925
H 1.378 22.732 -4.842
C -0.241 11.532 -12.698
H -4.480 22.312 -19.454
C 1.746 26.191 -9.617
H -4.096 23.917 -7.388
H -9.011 19.356 -3.703
H 0.232 16.407 -9.987
H 3.997 10.421 -11.673
C -7.159 18.689 -16.587
C 0.139 21.012 -5.031
H 4.192 22.453 -10.484
C 3.585 11.979 -0.369
H -2.680 21.556 -3.103
C -0.363 22.172 -15.809
H -5.724 15.970 -12.142
H -1.038 22.955 -9.753
H 0.923 26.817 -9.274
H -5.363 23.293 -14.277
H 2.768 27.927 -10.453
C -1.818 20.020 -11.436
H -5.495 18.286 -4.432
H 3.414 20.236 -11.358
H -2.666 22.951 -11.652
H 0.584 13.596 -9.680
C 1.655 12.397 -15.353
F -1.237 21.076 -11.979
C -1.987 25.923 -9.719
H -11.493 17.011 -7.309
C -3.780 23.139 -19.338
C 0.343 22.552 -5.134
H -7.031 19.151 -14.486
H 1.938 18.562 -10.137
H -2.365 9.521 -9.136
H -4.661 17.090 -9.576
H 5.180 11.944 -5.566
H 2.233 19.513 -8.719
C -6.489 15.776 -9.436
H 1.816 17.070 -6.036
H -5.485 22.776 -6.867
H -4.284 16.935 -11.908
H -4.140 22.392 -4.645
C -3.022 26.849 -9.062
C 1.263 22.507 -7.440
C -4.014 23.471 -4.559
H 2.509 12.219 -14.699
H -4.114 15.835 -5.668
H -1.651 23.704 -16.339
C -1.204 9.278 -11.025
H -0.002 24.077 -6.322
H -6.472 16.436 -5.607
C 2.005 14.354 -6.623
H -6.067 18.705 -8.331
H -6.206 14.758 -9.168
C -5.746 20.422 -15.574
C 1.453 10.476 -10.423
H 0.146 21.318 -16.257
H -5.972 24.092 -5.091
H 1.980 11.282 -1.710
C 0.630 11.262 -15.085
S -2.324 20.329 -9.495
H 5.056 26.834 -10.904
H -9.628 20.293 -6.610
H -3.548 27.275 -9.916
H -4.402 15.500 -10.104
H -0.570 8.495 -11.441
C -3.019 19.983 -1.636
H -1.272 11.802 -8.953
C -4.900 23.891 -15.062
C -2.904 21.938 -16.230
C 2.469 11.589 -10.820
C 3.370 21.917 -10.012
C -6.561 20.770 -1.557
O -1.075 20.651 -8.744
H -9.174 17.958 -6.272
C 0.749 23.263 -15.866
H -11.570 18.651 -5.450
H -5.819 21.047 -17.693
C -5.328 16.835 -11.610
H 1.273 21.436 -7.646
P -4.436 22.464 -1.976
H 3.742 26.260 -11.868
C 4.484 10.904 -9.597
H 3.519 27.200 -8.981
H 1.671 22.944 -15.381
H -1.459 24.760 2.224
H -3.089 24.327 -2.755
H 2.593 15.107 -4.638
O -3.151 21.530 -9.518
H 1.277 13.386 -15.093
H -7.452 19.192 -17.509
H 3.618 11.118 0.299
C -1.920 7.420 -9.280
C -3.422 23.187 -12.400
H 7.227 9.606 -5.372
H -7.971 20.313 -15.483
H 0.917 14.340 -6.566
H -5.012 24.496 -18.012
H -2.153 9.479 -11.522
H -5.943 19.873 -1.520
H 3.784 14.152 -5.393
H 1.422 10.306 -9.347
H 2.339 12.364 -10.064
C -1.183 25.011 -8.714
H -9.332 20.862 -8.911
C -5.980 21.661 -2.643
C -3.784 24.052 -20.541
H 3.549 10.676 -2.081
C -11.014 16.764 -6.362
H -1.567 19.167 -2.940
H -4.164 25.558 -14.056
H -3.722 22.264 -12.895
H -0.295 24.268 -10.613
H -4.616 18.602 -6.881
H 3.707 21.902 -8.975
H -9.213 18.576 -8.345
H 7.209 10.464 -6.920
H -0.719 12.793 -0.808
C -2.401 25.295 2.109
H 4.713 8.960 -5.581
H -1.068 16.044 -11.054
H -3.829 19.621 -2.269
H -4.122 19.332 -4.425
H -2.093 13.549 -3.366
H -5.719 23.656 -0.296
H 1.501 10.408 -13.407
C -2.810 24.111 -13.442
C 5.209 9.832 -6.006
H -0.792 22.621 -7.014
C 2.996 27.006 -9.917
H -5.887 21.086 -3.564
C 2.047 25.045 -8.601
C -0.461 23.869 -9.612
C -1.108 14.767 -9.301
C -1.770 17.711 -1.221
H -2.433 12.644 -0.939
H -2.823 7.112 -9.807
H 1.829 12.928 0.300
H 2.949 13.743 -2.351
H -3.233 25.059 -15.393
H -11.256 17.425 -4.251
C 3.290 20.369 -10.283
H 0.947 20.328 -5.294
H -1.931 24.608 -8.031
C -3.592 24.174 0.126
H -0.751 6.334 -10.704
C -5.068 23.782 -6.914
C 2.444 15.636 -7.378
H -7.888 20.559 -6.251
C -7.061 18.444 -7.968
H -2.596 25.873 3.012
H -0.315 11.565 -15.536
H 4.134 19.787 -9.912
C -8.291 19.063 -8.661
C -4.521 16.425 -6.489
C 0.473 10.576 -13.728
C -6.005 16.067 -6.520
H 3.024 13.110 1.440
H -0.565 25.673 -8.109
H -1.959 23.534 -13.802
C -8.449 20.572 -8.341
H 3.085 14.098 -0.097
H -0.867 19.681 -1.544
C 3.077 11.170 -5.317
H -4.831 24.598 -2.882
H -7.046 18.877 -6.968
P -4.538 22.799 -16.525
H -1.371 16.886 -9.539
H -0.335 13.862 -11.092
H -4.927 19.744 -15.814
H -2.565 27.496 -8.313
H -8.226 18.771 -9.709
C 2.706 14.208 -5.244
H -3.035 21.899 -15.149
H 3.513 15.839 -7.439
H 0.047 12.377 -4.937
H 2.189 15.417 -8.414
H 4.850 10.758 -4.167
C 6.676 9.740 -6.303
C -4.726 23.209 -0.344
C -3.716 24.668 -14.497
C 0.128 23.031 -6.599
H -3.095 18.098 -6.521
C -7.971 20.271 -2.029
C -6.177 18.036 -11.713
H -3.306 19.776 -0.605
H -2.160 22.009 -1.467
P -0.276 10.844 -11.002
H -6.272 18.056 -16.593
H -8.846 15.142 -7.214
C -8.718 20.812 -6.910
C -5.144 16.297 -10.148
C 3.029 11.573 -1.743
H -0.777 20.709 -5.538
H 1.380 21.905 -10.734
H 4.772 9.785 -7.003
H -2.153 12.237 -10.297
C -5.778 21.504 -16.704
C -9.542 16.933 -6.284
O -3.020 19.172 -9.068
H 0.560 24.284 -15.533
C 4.653 11.066 -5.194
H -8.724 21.894 -6.773
C -2.940 21.514 -2.045
H -4.323 22.387 -21.900
H 0.541 16.732 -7.257
H 5.572 10.860 -9.573
C -0.441 13.567 -10.048
H 2.766 11.250 -6.359
H 4.204 12.919 -3.129
C -4.463 18.358 -4.774
H 3.090 24.778 -8.426
H -3.733 26.519 -8.304
H -0.758 14.895 -8.277
C -3.628 23.226 -21.866
H -5.616 24.614 -15.453
C -4.031 23.884 -3.080
H 0.135 14.597 -3.722
H -4.703 22.466 0.453
H -3.976 23.816 2.288
H 1.388 25.777 -10.560
H -7.911 17.925 -16.393
```

---

# 2
Entry from the Open Molecules 2025 dataset: a cluster of 7 separate species, C30H58N9O7P in total at a distorted geometry (ωB97M-V/def2-TZVPD).

**LUMO level**: 0.139 eV
**DFT total energy**: -69083.639 eV
**SMILES string**: CCCCNc1cnc2ccc([PH2]=O)cc2n1.CN(C)C=O.CN(C)C=O.CN(C)C=O.CN(C)C=O.CN(C)C=O.CN(C)C=O
**HOMO**: -7.99 eV

XYZ file:
```
105
C30H58N9O7P | the Open Molecules 2025 dataset | ωB97M-V/def2-TZVPD
C 5.417 0.653 0.802
H -4.808 -3.007 1.258
H 6.258 -3.287 6.821
H 5.379 6.965 4.641
C 6.222 -0.574 6.106
C -0.728 4.194 6.056
H -10.703 0.476 -8.706
H -8.427 -0.223 -6.395
O 4.821 -0.742 3.779
H 7.735 -2.928 5.907
O -6.877 -0.874 -7.540
O 6.350 3.521 2.407
C -0.903 -3.154 -3.397
H -2.825 -2.260 -0.774
C 6.336 6.537 4.333
H 6.816 5.471 2.051
C 5.683 4.201 4.968
O 2.833 3.919 6.363
C -3.402 -0.304 0.823
C 0.676 1.933 1.030
H 6.162 1.108 0.151
C 5.337 -1.754 4.212
H 1.673 4.058 3.910
C -8.049 -0.590 -7.363
H 6.417 3.412 5.138
H -8.202 -2.162 -9.568
H -4.676 -6.040 -8.480
C -1.973 -2.740 -1.278
H -3.010 1.496 -0.213
C -1.622 -1.221 2.166
H -2.580 -0.948 -3.800
O -1.131 -3.364 -0.656
H -6.414 -4.178 -8.086
H -10.486 -0.001 -7.015
C 0.979 3.382 4.413
H 5.258 -2.729 3.701
C -3.689 -3.469 -6.672
H 5.764 0.808 1.819
C -2.902 -1.304 1.691
H -7.869 -0.502 -10.065
H -5.625 -2.593 -8.036
C 4.075 1.357 0.574
C -8.623 -1.158 -9.627
H -1.213 -1.976 2.825
H -0.790 4.580 7.072
H 6.423 -3.843 5.148
C -4.016 -5.595 -7.740
H -0.893 -4.236 -3.269
H 6.722 0.180 5.498
C -0.796 -0.145 1.800
H -5.289 -3.709 -9.380
H -11.035 -1.193 -8.204
H -3.720 -1.435 -2.534
H 0.059 -2.762 -3.064
H -9.503 -1.173 -10.264
C -2.618 0.737 0.448
H 7.045 6.645 5.156
H 0.070 3.290 3.822
N 2.459 1.019 2.508
H -3.535 -2.428 -3.996
H -4.100 -6.143 -6.801
H 4.757 3.734 4.635
H 3.362 0.664 0.127
H -1.062 -2.923 -4.445
H 1.302 2.761 0.724
H 5.606 -1.429 1.407
C -10.382 -0.332 -8.046
N -4.386 -4.203 -7.553
C 1.193 0.946 1.938
N -1.975 -2.565 -2.608
C 5.411 -0.862 0.498
H 6.708 7.095 3.477
C 1.656 4.120 6.600
O -2.757 -3.895 -6.008
P -3.889 -2.675 2.272
C -3.010 -1.803 -3.274
H -2.986 -3.749 2.319
H 4.463 -1.199 0.084
C -1.301 0.839 0.927
H 5.495 4.729 5.899
O -4.557 -2.459 3.579
C -5.489 -3.639 -8.308
H 4.219 2.209 -0.090
H -4.044 -2.428 -6.600
N 6.179 5.144 3.973
N -0.519 1.887 0.542
C 6.467 4.684 2.742
C 3.458 1.892 1.886
H 4.267 1.954 2.612
H 6.819 -0.781 6.991
N -9.001 -0.685 -8.305
H 1.308 4.513 7.570
H 6.211 -1.120 -0.194
H 2.787 0.057 2.519
H -4.420 -0.378 0.464
H -1.140 4.940 5.374
N 6.053 -1.804 5.350
H 5.253 -0.174 6.406
H -1.333 3.288 5.990
N 0.653 3.910 5.728
N 0.462 -0.074 2.300
H -2.983 -5.673 -8.080
H 3.095 2.910 1.779
C 6.650 -3.030 5.835
H 1.458 2.407 4.494
```